{
  "formula": "C50H77N10O4P3Ti",
  "method": "ωB97M-V/def2-TZVPD",
  "lumo_ev": -11.5,
  "total_charge": 4,
  "total_energy_ev": -127147.539,
  "orbital_gap_ev": 6.2,
  "elements": ["Ti", "N", "C", "C", "C", "N", "H", "H", "H", "H", "H", "H", "H", "H", "H", "H", "O", "P", "C", "P", "O", "C", "C", "C", "C", "C", "C", "C", "C", "C", "C", "C", "C", "C", "C", "C", "C", "C", "C", "C", "C", "C", "C", "C", "C", "H", "H", "H", "H", "H", "H", "H", "H", "H", "H", "H", "H", "H", "H", "H", "H", "H", "H", "H", "H", "H", "H", "C", "N", "C", "C", "C", "O", "H", "H", "H", "H", "H", "H", "H", "H", "H", "O", "P", "N", "C", "C", "C", "C", "N", "C", "C", "C", "C", "N", "C", "C", "C", "C", "H", "H", "H", "H", "H", "H", "H", "H", "H", "H", "H", "H", "H", "H", "H", "H", "H", "H", "H", "H", "H", "H", "H", "H", "C", "N", "C", "N", "C", "N", "C", "N", "C", "C", "H", "H", "H", "H", "H", "H", "H", "H", "H", "H", "H", "H"],
  "coordinates": [[-0.19647, -0.16137, -0.31418], [-0.16584, 1.29419, 1.30145], [-1.23467, 1.80123, 2.23083], [-2.41284, 0.86805, 2.43147], [-3.18945, 0.59161, 1.16262], [-2.38800, -0.27102, 0.25424], [0.54447, 0.77968, 1.83613], [0.36187, 2.10445, 0.97521], [-1.59006, 2.75296, 1.84052], [-0.75169, 2.01964, 3.18477], [-3.07180, 1.32286, 3.17217], [-2.09838, -0.09176, 2.85515], [-3.44875, 1.50656, 0.63287], [-4.12826, 0.08431, 1.39226], [-2.88936, -0.40333, -0.61741], [-2.34928, -1.20193, 0.67013], [2.07748, 0.05048, 1.16334], [3.07738, -0.90075, 1.79717], [2.37614, -2.57633, 1.55185], [0.61426, -2.59853, 1.91640], [-0.11949, -1.54385, 1.00474], [0.40187, -2.29758, 3.64973], [-0.08129, -1.11603, 4.19878], [-0.23299, -0.99905, 5.57105], [0.10941, -2.06031, 6.39653], [0.61067, -3.23899, 5.85474], [0.74817, -3.36744, 4.48490], [-0.04652, -4.19719, 1.52624], [0.76881, -5.26217, 1.14632], [0.20562, -6.51023, 0.91497], [-1.16183, -6.69125, 1.06487], [-1.97821, -5.63041, 1.44963], [-1.42313, -4.38638, 1.68996], [4.73554, -0.98143, 1.13482], [5.50166, 0.18899, 1.17638], [6.84642, 0.14901, 0.85260], [7.44708, -1.06217, 0.52112], [6.70147, -2.23135, 0.50803], [5.34673, -2.19146, 0.81319], [3.30249, -0.55578, 3.52965], [4.11004, -1.40072, 4.29638], [4.37935, -1.08163, 5.61521], [3.87123, 0.09254, 6.16263], [3.08687, 0.94303, 5.39788], [2.79596, 0.61726, 4.08097], [2.86474, -3.32427, 2.17945], [2.53171, -2.83169, 0.49762], [-0.29898, -0.26806, 3.56277], [-0.61181, -0.08117, 5.99923], [-0.01493, -1.97214, 7.46702], [0.87746, -4.06323, 6.50111], [1.10243, -4.30727, 4.07668], [1.83684, -5.13357, 1.02442], [0.83466, -7.34196, 0.62932], [-1.59490, -7.66870, 0.90000], [-3.03937, -5.78740, 1.58595], [-2.05568, -3.57514, 2.03471], [5.05719, 1.12331, 1.50114], [7.43973, 1.05204, 0.89223], [8.50446, -1.09458, 0.29673], [7.17768, -3.17565, 0.27986], [4.78575, -3.11750, 0.82719], [4.54870, -2.29474, 3.86664], [5.00389, -1.73195, 6.21238], [4.10241, 0.35034, 7.18722], [2.71212, 1.86338, 5.82461], [2.19839, 1.28910, 3.47587], [-2.37719, -4.25309, -3.48610], [-2.27648, -2.90280, -2.90151], [-3.27755, -1.92713, -3.33880], [-1.31639, -2.60427, -2.05862], [-0.35577, -3.67335, -1.64877], [-1.19938, -1.41699, -1.59085], [-3.22823, -4.26831, -4.15926], [-2.53326, -5.00019, -2.70980], [-1.48234, -4.49456, -4.05741], [-4.22195, -2.44433, -3.48474], [-2.97911, -1.46590, -4.28081], [-3.41065, -1.15664, -2.58707], [0.09798, -4.14680, -2.52040], [-0.87062, -4.45331, -1.08341], [0.42155, -3.24209, -1.02519], [1.18447, -0.27190, -1.53746], [2.37898, -0.15900, -2.59366], [3.05873, 1.29255, -2.45676], [3.62729, 2.12763, -3.55874], [4.57154, 3.07776, -2.83226], [3.89254, 3.27196, -1.48303], [3.42309, 1.86465, -1.13860], [3.46092, -1.31284, -2.21152], [3.15565, -2.73647, -2.48416], [4.51077, -3.43060, -2.40474], [5.45960, -2.37405, -2.95958], [4.93426, -1.06931, -2.36981], [1.67963, -0.34913, -4.05975], [0.53066, -1.25954, -4.28027], [0.85452, -1.97667, -5.58407], [1.59225, -0.90787, -6.37749], [2.46654, -0.22465, -5.32902], [2.81956, 2.67495, -4.05194], [4.14195, 1.52040, -4.29968], [4.70511, 4.00439, -3.38519], [5.55162, 2.61552, -2.70199], [3.04268, 3.95125, -1.58556], [4.55638, 3.67491, -0.72072], [2.57099, 1.83895, -0.45528], [4.22391, 1.28159, -0.68236], [2.74439, -2.85024, -3.49183], [2.42426, -3.12057, -1.77003], [4.52775, -4.36202, -2.96718], [4.76229, -3.65346, -1.36760], [5.39835, -2.35025, -4.04951], [6.49930, -2.54874, -2.69063], [5.13012, -0.21938, -3.02050], [5.36480, -0.85747, -1.39137], [-0.38872, -0.66968, -4.37980], [0.41068, -1.93862, -3.43926], [-0.03826, -2.34434, -6.08725], [1.51308, -2.82808, -5.39884], [0.88734, -0.19133, -6.80126], [2.18566, -1.31226, -7.19382], [2.63800, 0.81974, -5.57097], [3.43206, -0.73107, -5.23010], [-1.42032, 3.00826, -0.82248], [-0.99526, 1.75970, -1.57428], [0.06118, 2.24889, -2.55000], [-0.38622, 3.31472, -3.40247], [-0.79928, 4.45775, -2.58681], [-1.87731, 4.06222, -1.68109], [-3.01617, 3.59321, -2.47330], [-2.62542, 2.44459, -3.29735], [-2.18177, 1.38100, -2.44136], [-1.53276, 2.85144, -4.18457], [-0.55821, 3.37413, -0.25940], [-2.22171, 2.73610, -0.14364], [0.35048, 1.40778, -3.17030], [0.91020, 2.58907, -1.95626], [-1.14665, 5.26256, -3.23230], [0.05108, 4.82045, -2.00598], [-3.36550, 4.39921, -3.11558], [-3.83262, 3.30412, -1.80835], [-1.88185, 0.51914, -3.03652], [-3.01321, 1.11729, -1.78633], [-1.87817, 3.65317, -4.83518], [-1.23285, 2.00385, -4.80474]],
  "mulliken_charge": [2.021, 0.898, -1.044, -0.156, -0.841, -0.220, -0.623, 0.167, 0.585, 0.461, 0.699, -0.117, 0.388, 0.606, -0.020, 0.208, -0.845, 0.332, -1.597, 1.433, -0.354, 0.825, 0.063, -0.569, -0.763, -0.940, -1.435, 0.983, -0.194, -0.790, -0.764, -0.902, -0.700, 1.646, -0.991, -0.840, -0.729, -0.783, -0.579, 1.301, -1.031, -0.804, -0.667, -0.804, -0.222, 1.586, -0.269, -0.024, 0.536, 0.486, 0.509, 0.489, 0.378, 0.519, 0.488, 0.533, 0.504, 0.496, 0.548, 0.480, 0.571, 0.538, 0.393, 0.517, 0.480, 0.509, 0.175, -0.859, 0.394, -0.850, -0.469, -0.149, 1.061, 0.406, 0.294, 0.347, 0.608, 0.236, 0.174, 0.678, 0.505, -1.440, 0.599, -2.828, 1.061, -0.558, -0.993, -0.575, 0.944, 1.063, 0.842, -0.564, -0.940, 0.911, 0.595, 0.653, -0.858, -0.881, -0.497, 0.280, 0.485, 0.494, 0.340, 0.163, 0.477, -0.836, -0.331, -0.129, -0.919, 0.526, 0.068, 0.318, 0.479, 0.201, -0.660, -0.477, -0.045, 0.476, 0.272, 0.360, 0.492, 0.270, 0.307, -1.388, 1.870, -1.446, 0.402, -0.776, 0.267, -0.841, 0.163, -0.212, -0.729, 0.481, -0.033, 0.199, -0.113, 0.401, 0.290, 0.355, 0.348, -0.671, 0.462, 0.397, 0.321]
}